Record 1
Entry from the Open Molecules 2025 dataset: a structure of composition C13H10F3I2N2O6PPtS2 in a non-equilibrium geometry (ωB97M-V with the def2-TZVPD basis set).

Structure (XYZ):
```
40
Properties=species:S:1:pos:R:3:forces:R:3:lowdin_charge:R:1
C 1.1851 3.0760 0.0141 0.079 -0.009 0.132 -0.07
C 1.9938 2.5721 -1.1616 -0.229 0.265 -0.082 -0.21
N 1.4472 1.3203 -1.7373 0.317 -0.286 0.043 0.03
C 1.1803 0.3078 -0.8064 -0.339 0.207 -0.179 -0.14
C 2.1687 -0.5036 -0.2308 0.084 -0.538 0.191 -0.18
C 3.6125 -0.3744 -0.6033 -0.141 0.041 -0.083 -0.14
C 4.2979 -1.6562 -1.0471 0.602 -0.281 0.036 -0.83
O 5.4396 -1.8932 -0.8555 -0.451 0.101 0.012 0.07
I 3.0727 -3.0445 -2.1671 -0.045 0.041 -0.071 0.93
C 1.7608 -1.4617 0.7098 0.108 0.484 -0.077 -0.53
S 2.7829 -2.6404 1.5478 0.240 -0.435 -0.294 0.97
C 0.4409 -1.6235 1.0855 -0.058 -0.437 0.236 -0.36
P 0.3304 -2.8440 2.3802 -0.471 0.704 0.145 0.46
O -0.5166 -4.0912 1.9319 0.592 -0.111 0.156 -0.20
I -0.6190 -1.9700 4.3308 0.150 -0.204 -0.093 0.87
C -0.5288 -0.8664 0.4738 0.144 0.254 -0.171 -0.06
C -0.1578 0.0809 -0.4481 0.080 0.137 0.179 0.04
C -1.3929 0.7924 -0.9298 -0.041 0.382 -0.099 -0.31
O -1.5213 1.6447 -1.7393 0.023 -0.227 0.221 0.21
N -2.4748 0.2135 -0.1343 0.235 -0.453 -0.275 -0.01
S -4.0255 0.0379 -0.7754 -0.630 0.029 -0.274 0.79
O -4.2010 -1.3030 -1.1845 0.064 -0.221 0.200 -0.18
O -4.2931 1.1252 -1.6513 0.346 0.225 0.012 -0.25
C -5.0839 0.3783 0.7426 0.453 0.603 -0.791 -0.68
F -4.3660 0.6833 1.7829 0.566 0.207 0.723 0.20
F -5.8882 -0.5849 0.9904 -0.659 -1.011 0.123 0.25
F -5.8081 1.4724 0.3998 -0.597 -0.427 0.676 0.01
C -1.9877 -0.8622 0.6610 -0.668 0.277 -0.184 -0.38
O -2.6676 -1.5938 1.3176 0.252 -0.060 0.175 0.15
H 0.1232 3.1096 -0.2135 -0.087 0.085 -0.079 0.07
H 1.5186 4.0817 0.2529 -0.047 0.110 0.038 0.09
H 1.3352 2.4820 0.9159 -0.006 -0.126 0.052 0.08
H 3.0408 2.4673 -0.8657 0.092 -0.088 0.022 0.11
H 1.9531 3.3145 -1.9527 0.043 -0.011 -0.151 0.13
H 2.0627 0.9627 -2.4588 0.002 0.131 -0.144 0.14
H 3.7230 0.3022 -1.4496 0.043 0.106 0.007 0.13
H 4.1909 0.0452 0.2198 0.154 0.021 0.040 0.15
H 3.5903 -1.7947 2.2175 -0.085 0.078 0.336 -0.01
H -0.0671 -4.6724 1.2929 -0.304 -0.209 -0.139 0.12
Pt -5.6515 3.3102 -0.8548 0.190 0.647 -0.567 0.53
```
Positions in Å, forces in eV/Å.

Properties
* net charge: +2

***

Record 2
Entry from the Open Molecules 2025 dataset: a structure of composition C13H10HgN2O4 in a non-equilibrium geometry (ωB97M-V with the def2-TZVPD basis set).

Structure (XYZ):
```
30
Properties=species:S:1:pos:R:3:forces:R:3:lowdin_charge:R:1
Hg 0.4804 1.2013 -0.1316 0.325 0.413 -0.090 0.93
O 1.7787 -0.9494 -2.1078 -1.750 2.788 2.486 0.24
C 1.2929 -0.1948 -1.3931 4.047 -5.783 -5.917 -0.08
C -0.7207 2.1791 1.2506 -4.825 4.720 5.923 -0.08
O -1.3829 2.7277 2.0120 2.393 -2.030 -2.723 0.24
C -0.8548 1.7269 -1.6053 -5.119 3.033 -6.563 -0.06
O -1.5660 2.0508 -2.4453 2.484 -1.344 3.087 0.25
C 1.5892 0.4516 1.4132 5.516 -2.579 6.667 -0.06
O 2.2473 0.0598 2.2671 -2.535 1.288 -3.115 0.25
C 3.8483 4.6553 -1.3310 -0.388 0.915 0.703 -0.09
H 4.7423 4.1024 -1.0274 -0.405 0.069 -0.041 0.05
H 3.6295 4.6836 -2.4026 -0.053 -0.114 0.390 0.05
C 3.1757 5.4401 -0.4549 0.790 -0.436 -0.823 -0.08
H 2.3927 6.1262 -0.7919 0.160 -0.369 0.117 0.05
H 3.5055 5.5451 0.5831 -0.197 -0.185 -0.322 0.05
N -3.0725 -1.3843 0.8463 -0.471 0.619 0.064 0.16
C -2.3677 -0.2578 0.6788 0.105 -0.451 -0.026 -0.15
N -1.1232 -0.5784 0.3690 1.009 1.622 -0.238 0.00
C -0.9900 -1.9549 0.3091 0.046 -0.098 -0.032 -0.22
C 0.1053 -2.8032 -0.0061 -1.301 0.163 0.358 -0.01
C -0.1807 -4.1656 -0.0167 0.219 0.842 0.038 -0.04
C -1.4633 -4.6599 0.2826 -0.706 0.620 0.222 -0.02
C -2.5172 -3.8103 0.6060 0.165 -0.464 -0.023 0.03
C -2.2508 -2.4547 0.6124 0.395 -0.743 -0.178 -0.20
H -4.0447 -1.4344 1.0861 -0.320 -0.025 0.073 0.18
H -2.7669 0.7705 0.7713 0.115 -1.041 -0.016 0.14
H 1.0823 -2.3866 -0.2242 -0.059 -0.428 0.107 0.08
H 0.6108 -4.8487 -0.2625 0.129 -0.260 -0.028 0.12
H -1.6539 -5.7170 0.2661 0.097 -0.258 -0.042 0.12
H -3.5257 -4.1206 0.8467 0.135 -0.485 -0.060 0.13
```
Positions in Å, forces in eV/Å.

Properties
* net charge: +2

***

Record 3
Entry from the Open Molecules 2025 dataset: an isolated molecule of C13H10N4O6 in a non-equilibrium geometry (ωB97M-V with the def2-TZVPD basis set).

Structure (XYZ):
```
33
Properties=species:S:1:pos:R:3:forces:R:3:lowdin_charge:R:1
O 1.2836 -3.3775 -6.6957 0.037 -0.847 -1.430 0.10
C 1.0382 -3.1614 -5.5412 0.992 0.608 -2.762 -0.53
N 0.3183 -2.0416 -5.2417 1.102 -1.133 1.918 0.22
C -0.0100 -1.8357 -3.9371 -2.592 1.864 0.257 -0.42
O -0.9763 -1.1447 -3.7041 -0.683 1.107 0.261 0.10
C 0.6776 -2.4905 -2.8662 1.059 0.822 1.538 -0.06
C 0.8731 -1.9850 -1.5941 -0.030 -0.949 -1.125 0.06
C 0.3805 -0.7345 -1.0964 -0.472 0.666 -0.669 -0.06
C 0.6228 -0.3674 0.1798 -0.714 -0.965 -1.151 -0.08
C 0.0138 0.8144 0.6833 0.512 1.339 3.166 -0.07
C 0.1816 1.0884 2.0191 -0.925 0.926 -0.916 0.02
C -0.3626 2.3697 2.7085 -0.681 -0.738 0.227 -0.09
C 0.3157 2.7474 3.9866 2.356 -0.421 0.327 -0.44
O 1.4737 2.5379 4.1949 2.152 -1.067 -0.710 0.12
N -0.2958 3.4291 4.9719 -0.861 -0.957 -1.679 0.21
C -1.6317 3.4829 5.0174 -1.508 2.854 3.388 -0.54
O -2.0792 4.1352 5.9389 -1.210 -0.130 0.401 0.09
N -2.4173 2.9252 4.0855 1.851 -0.827 -0.346 0.22
C -1.8720 2.3453 2.9675 -2.338 0.567 -2.723 -0.36
O -2.6845 2.0603 2.1064 0.979 -0.748 -0.040 0.10
C 1.2568 -3.7286 -3.2583 1.802 -2.940 1.744 -0.44
O 1.5738 -4.6271 -2.4954 -0.194 0.227 0.651 0.09
N 1.5512 -3.9439 -4.5675 -0.801 0.479 0.008 0.22
H -0.2471 -1.6332 -5.9504 -0.311 0.256 -0.502 0.17
H 1.4822 -2.5916 -0.8885 -0.501 0.289 -0.708 0.15
H -0.2525 -0.0783 -1.7653 0.893 -0.935 0.842 0.14
H 1.1434 -1.0493 0.8543 0.051 0.324 -0.103 0.13
H -0.5306 1.4943 0.0223 0.207 -0.281 0.209 0.13
H 0.6836 0.3978 2.6881 0.136 0.023 -0.203 0.12
H -0.1456 3.2149 2.0477 -0.421 0.050 -0.110 0.18
H 0.1843 3.5331 5.8436 0.298 0.311 0.215 0.18
H -3.4051 3.0856 4.1217 -0.323 0.021 -0.005 0.18
H 1.8562 -4.8711 -4.8354 0.134 0.206 0.031 0.18
```
Positions in Å, forces in eV/Å.

Properties
* structure (SMILES): O=C1NC(=O)C(=C/C=C/C=C/C2C(=O)NC(=O)NC2=O)C(=O)N1

***

Record 4
Entry from the Open Molecules 2025 dataset: a structure of composition C13H10N5O4Y (ωB97M-V with the def2-TZVPD basis set).

Structure (XYZ):
```
33
Properties=species:S:1:pos:R:3:forces:R:3:lowdin_charge:R:1
Y 0.1065 -0.0946 -0.0229 0.000 -0.103 -0.058 1.79
O 4.0516 6.5276 1.1729 0.102 -0.093 0.072 0.15
N 3.8445 5.4792 1.7297 -0.280 0.164 -0.057 -0.33
O 4.3201 5.0971 2.7767 0.150 0.196 0.071 0.11
C 2.8441 4.5837 1.1039 -0.102 0.037 -0.113 -0.04
C 1.8537 5.1687 0.4028 0.108 -0.220 0.044 0.11
C 0.8142 4.3661 -0.1702 0.032 -0.012 0.066 -0.10
C -0.2698 4.9452 -0.8580 -0.089 -0.027 -0.053 0.07
C -1.2640 4.1442 -1.3619 0.125 -0.162 0.091 0.02
C -1.1524 2.7634 -1.1832 -0.078 0.147 -0.110 -0.07
N -0.1330 2.1831 -0.5567 0.120 0.149 0.037 -0.04
C 0.8488 2.9754 -0.0299 0.113 0.119 0.028 -0.13
C 1.9386 2.3655 0.7053 -0.025 0.040 -0.034 -0.12
N 1.9524 1.0035 0.8256 -0.021 0.142 -0.039 -0.04
C 2.9209 0.4209 1.5235 0.182 0.025 0.142 -0.08
C 3.9561 1.1385 2.1201 -0.170 -0.012 -0.129 0.02
C 3.9679 2.5064 1.9985 0.150 -0.174 0.056 0.08
C 2.9355 3.1592 1.2914 -0.150 0.038 -0.102 -0.03
H 1.8398 6.2435 0.2810 0.010 0.009 0.015 0.15
H -0.3156 6.0207 -0.9759 0.016 0.005 0.008 0.15
H -2.1181 4.5500 -1.8828 -0.011 0.015 -0.011 0.13
H -1.9302 2.1124 -1.5702 0.024 0.004 0.003 0.13
H 2.8789 -0.6597 1.6249 0.002 0.025 -0.014 0.13
H 4.7288 0.6191 2.6669 0.006 -0.016 0.005 0.14
H 4.7588 3.0860 2.4539 -0.075 -0.099 -0.057 0.13
N -0.0659 -2.4770 0.7065 -0.004 0.036 0.050 -0.05
N -0.0513 -2.1703 2.1113 0.049 -0.193 0.051 0.00
C -0.9130 -1.1304 2.5561 0.031 0.251 -0.191 -0.64
O -1.3742 -1.1102 3.6437 0.013 -0.044 0.042 0.19
O -1.0205 -0.1663 1.6152 -0.183 -0.219 0.193 -0.22
H -0.8816 -3.0442 0.4669 -0.012 0.006 0.006 0.13
H 0.7460 -3.0661 0.5301 -0.017 -0.040 -0.003 0.12
H -0.0994 -2.9868 2.7130 -0.015 0.004 -0.008 0.16
```
Positions in Å, forces in eV/Å.

Properties
* net charge: +2

***

The records above yield orbital gap values of 1.5, 5.6, 7.6, 8.2 eV, respectively.
The records above yield electronic energy values of -3213.51694, -1064.44614, -1171.90487, -1113.92939 Ha, respectively.